Entry 1:
Molecular formula: C4H3O2
Method: DFT, ωB97M-V/def2-TZVPD

Structure (ORCA input):
```
! RIJCOSX wB97M-V def2-TZVPD def2/J DEFGRID3
* xyz -1 1
C -0.03 -0.53 0.09
C -0.26 0.48 1.97
C 0.78 -1.44 0.12
C -0.53 0.41 -0.93
O 0.51 1.39 2.05
O 1.48 -2.39 0.30
H -1.47 1.12 -0.65
H -0.86 -0.14 -1.84
H 0.38 1.10 -1.12
*
```

Computed properties:
Relative energy (zero: lowest compared OMol25 entry of this formula, charge and spin) = 114.5 kJ/mol
HOMO = -2.6 eV
Orbital gap = 7.0 eV

In elementary charge units, the Mulliken charges are: atom 1 (C): -0.7153, atom 2 (C): -0.0726, atom 3 (C): 0.9641, atom 4 (C): -0.7844, atom 5 (O): -0.3061, atom 6 (O): -0.7005, atom 7 (H): 0.1718, atom 8 (H): 0.2864, atom 9 (H): 0.1566



Entry 2:
Molecular formula: C4H3O3
Method: DFT, ωB97M-V/def2-TZVPD

Structure (ORCA input):
```
! RIJCOSX wB97M-V def2-TZVPD def2/J DEFGRID3
* xyz -1 1
O 0.71 -2.05 1.11
C 0.93 -1.55 -0.04
O 1.51 -2.03 -1.00
C 0.17 -0.22 -0.28
C -0.91 0.32 0.21
O -1.97 0.83 0.84
C 0.47 1.23 -0.65
H -2.33 0.14 1.53
H 1.05 1.73 0.01
H 0.37 1.60 -1.74
*
```

Computed properties:
Relative energy (zero: lowest compared OMol25 entry of this formula, charge and spin) = 284.1 kJ/mol
HOMO = -3.7 eV
Orbital gap = 7.0 eV

In elementary charge units, the Mulliken charges are: atom 1 (O): -0.7466, atom 2 (C): 0.4257, atom 3 (O): -0.6785, atom 4 (C): 0.4157, atom 5 (C): 0.0450, atom 6 (O): -0.4957, atom 7 (C): -0.7839, atom 8 (H): 0.3555, atom 9 (H): 0.2982, atom 10 (H): 0.1647



Entry 3:
Molecular formula: C4H3O4Pt
Method: DFT, ωB97M-V/def2-TZVPD

Structure (ORCA input):
```
! RIJCOSX wB97M-V def2-TZVPD def2/J DEFGRID3
* xyz 3 3
O 0.82 -0.32 -2.95
C 0.63 -1.33 -3.44
Pt 1.18 1.24 -2.00
C -0.84 0.48 1.56
C -0.57 0.75 0.13
O 0.43 0.16 -0.32
C 0.66 -1.18 0.97
O -0.15 -0.75 1.84
O 1.36 -2.07 0.76
H -1.92 0.35 1.75
H -0.42 1.28 2.19
H -1.19 1.40 -0.50
*
```

Computed properties:
⟨S²⟩ = 2.002
HOMO (spin up / spin down) = -26.2 / -26.3 eV
Orbital gap (spin up / spin down) = 9.6 / 7.0 eV

In elementary charge units, the Mulliken charges are: atom 1 (O): -0.1052, atom 2 (C): 0.3331, atom 3 (Pt): 1.5538, atom 4 (C): -0.4195, atom 5 (C): 0.3351, atom 6 (O): -0.3712, atom 7 (C): 0.6365, atom 8 (O): -0.0942, atom 9 (O): -0.0570, atom 10 (H): 0.3911, atom 11 (H): 0.3717, atom 12 (H): 0.4258



Entry 4:
Molecular formula: C4H4
Method: DFT, ωB97M-V/def2-TZVPD

Structure (ORCA input):
```
! RIJCOSX wB97M-V def2-TZVPD def2/J DEFGRID3
* xyz 0 1
C -2.10 0.14 -0.05
C -0.91 0.02 0.16
C 0.42 -0.55 0.18
C 1.45 0.27 -0.10
H -3.07 0.37 -0.15
H 0.47 -1.66 0.43
H 2.49 0.15 -0.23
H 1.24 1.26 -0.24
*
```

Computed properties:
Relative energy (zero: lowest compared OMol25 entry of this formula, charge and spin) = 53.9 kJ/mol
HOMO = -9.3 eV
Orbital gap = 10.2 eV

In elementary charge units, the Mulliken charges are: atom 1 (C): -0.0013, atom 2 (C): -0.3664, atom 3 (C): -0.2101, atom 4 (C): -0.7058, atom 5 (H): 0.4664, atom 6 (H): 0.2638, atom 7 (H): 0.2865, atom 8 (H): 0.2669



Entry 5:
Molecular formula: C4H4
Method: DFT, ωB97M-V/def2-TZVPD

Structure (ORCA input):
```
! RIJCOSX wB97M-V def2-TZVPD def2/J DEFGRID3
* xyz 0 1
C -0.72 0.72 0.82
C -1.84 0.72 1.27
H 0.30 0.72 0.43
H -2.80 0.61 1.74
C 0.81 -0.79 -0.70
C 1.75 -0.59 -1.38
H 0.06 -1.20 -0.07
H 2.51 -0.54 -2.14
*
```

Computed properties:
Relative energy (zero: lowest compared OMol25 entry of this formula, charge and spin) = 237.4 kJ/mol
HOMO = -10.4 eV
Orbital gap = 11.6 eV

In elementary charge units, the Mulliken charges are: atom 1 (C): -0.5326, atom 2 (C): -0.2022, atom 3 (H): 0.3632, atom 4 (H): 0.3795, atom 5 (C): -0.5781, atom 6 (C): -0.2226, atom 7 (H): 0.4079, atom 8 (H): 0.3849



Entry 6:
Molecular formula: C4H40N2O15
Method: DFT, ωB97M-V/def2-TZVPD

Structure (ORCA input):
```
! RIJCOSX wB97M-V def2-TZVPD def2/J DEFGRID3
* xyz 0 1
C -2.40 -1.44 0.05
N -2.48 -0.24 0.88
C -3.76 0.30 1.24
O -4.36 1.17 0.27
C -2.38 -1.11 -1.50
N -1.01 -0.91 -1.87
C -0.51 -1.80 -2.92
H -3.09 -2.23 0.44
H -1.46 -1.95 0.36
H -1.75 0.48 0.93
H -4.39 -0.50 1.53
H -3.67 1.04 2.10
H -4.77 0.70 -0.46
H -2.79 -2.03 -1.90
H -3.12 -0.35 -1.61
H -0.76 0.05 -2.08
H 0.58 -1.68 -2.98
H -1.06 -1.77 -3.86
H -0.61 -2.86 -2.59
H -0.01 0.30 -0.02
H 0.22 -0.78 1.33
O 0.19 0.08 0.92
H 1.93 3.55 1.66
H 0.55 3.60 0.93
O 1.51 3.71 0.81
H 1.63 0.21 -3.79
H 1.79 1.29 -2.72
O 1.46 1.14 -3.62
H -0.88 2.75 -3.32
H -1.72 3.96 -2.74
O -1.57 3.02 -2.70
H 1.74 -3.18 -1.76
H 1.29 -4.50 -1.18
O 2.00 -4.10 -1.69
H 2.22 0.18 1.02
H 3.43 -0.20 2.05
O 2.74 -0.51 1.44
H 3.19 3.44 -0.68
H 2.88 1.87 -0.37
O 3.18 2.52 -0.99
H -1.69 2.77 0.31
H -1.61 4.17 1.02
O -1.18 3.31 0.92
H 2.84 -0.79 -1.52
H 3.17 -1.44 -0.06
O 2.75 -1.54 -0.93
H 0.00 2.17 -1.74
H 0.62 2.10 -0.25
O 0.51 1.65 -1.10
H 2.91 2.44 3.33
H 2.19 1.14 2.88
O 2.58 1.96 2.56
H -0.76 -0.38 2.68
H -1.29 -1.02 4.02
O -0.50 -0.78 3.52
H 1.87 -2.95 1.41
H 2.87 -2.55 2.42
O 2.38 -3.33 2.13
H -0.12 -3.58 3.15
H -0.98 -2.85 2.33
O -0.55 -3.72 2.29
*
```

Computed properties:
Relative energy (zero: lowest compared OMol25 entry of this formula, charge and spin) = 512.1 kJ/mol
HOMO = -8.6 eV
Orbital gap = 8.5 eV

In elementary charge units, the Mulliken charges are: atom 1 (C): -0.5970, atom 2 (N): 0.5435, atom 3 (C): -0.7332, atom 4 (O): -0.5228, atom 5 (C): -0.8779, atom 6 (N): 0.4674, atom 7 (C): -1.0626, atom 8 (H): 0.5367, atom 9 (H): -0.0048, atom 10 (H): -0.0193, atom 11 (H): 0.4229, atom 12 (H): 0.2630, atom 13 (H): 0.3105, atom 14 (H): 0.3309, atom 15 (H): 0.3876, atom 16 (H): -0.0558, atom 17 (H): 0.1633, atom 18 (H): 0.3137, atom 19 (H): 0.3612, atom 20 (H): 0.3405, atom 21 (H): 0.1904, atom 22 (O): 0.0065, atom 23 (H): 0.3517, atom 24 (H): 0.3184, atom 25 (O): -0.6114, atom 26 (H): 0.2841, atom 27 (H): 0.3240, atom 28 (O): -0.6650, atom 29 (H): 0.3324, atom 30 (H): 0.2809, atom 31 (O): -0.6314, atom 32 (H): 0.2550, atom 33 (H): 0.3068, atom 34 (O): -0.6176, atom 35 (H): 0.2376, atom 36 (H): 0.2489, atom 37 (O): -0.6293, atom 38 (H): 0.3005, atom 39 (H): 0.2892, atom 40 (O): -0.6476, atom 41 (H): 0.3185, atom 42 (H): 0.2533, atom 43 (O): -0.6418, atom 44 (H): 0.2208, atom 45 (H): 0.2980, atom 46 (O): -0.4882, atom 47 (H): 0.3010, atom 48 (H): -0.0482, atom 49 (O): -0.5214, atom 50 (H): 0.2838, atom 51 (H): 0.3212, atom 52 (O): -0.6228, atom 53 (H): 0.2383, atom 54 (H): 0.3152, atom 55 (O): -0.7165, atom 56 (H): 0.2713, atom 57 (H): 0.3400, atom 58 (O): -0.6345, atom 59 (H): 0.3597, atom 60 (H): 0.2782, atom 61 (O): -0.6183



Entry 7:
Molecular formula: C4H41N2O15
Method: DFT, ωB97M-V/def2-TZVPD

Structure (ORCA input):
```
! RIJCOSX wB97M-V def2-TZVPD def2/J DEFGRID3
* xyz 1 1
C -1.90 2.54 1.52
C -1.81 2.09 0.07
C -0.85 0.88 -0.14
N 1.54 -0.70 -0.04
C 1.55 0.50 -0.36
N 0.54 1.34 -0.41
H -1.21 3.34 1.49
H -3.00 2.66 1.81
H -1.48 1.89 2.33
H -1.58 2.90 -0.55
H -2.80 1.63 -0.48
H -1.19 0.30 -1.03
H -0.92 0.13 0.65
H 2.38 -1.29 -0.04
H 0.73 -1.32 -0.35
H 2.50 1.08 -0.59
H 0.57 2.37 -0.65
H -3.13 2.35 -3.08
H -3.01 3.93 -3.19
O -2.76 3.16 -2.61
H -2.90 0.25 -2.71
H -3.27 0.21 -4.15
O -2.53 0.53 -3.62
H 4.91 -0.96 -1.05
H 4.32 -0.65 0.39
O 4.15 -0.83 -0.52
H -1.97 -2.18 3.97
H -0.94 -0.87 3.78
O -1.69 -1.38 3.50
H -3.59 -0.06 -0.67
H -3.66 -1.28 -1.67
O -3.79 -0.45 -1.52
H -0.82 0.72 -3.72
H 0.34 1.30 -4.45
O 0.16 0.58 -3.94
H -1.73 -1.69 1.75
H -2.48 -2.90 1.13
O -2.03 -2.05 0.86
H 4.66 0.17 2.86
H 3.26 -0.38 2.58
O 3.83 0.22 2.21
H 1.69 -4.06 0.29
H 2.08 -5.31 1.10
O 1.51 -4.60 1.09
H 1.86 2.67 3.19
H 2.51 1.29 2.84
O 1.79 1.77 2.95
H 0.68 4.45 -2.40
H -0.42 3.41 -1.94
O 0.49 3.59 -2.10
H -0.32 -3.32 -0.78
H 0.41 -2.55 -1.71
O 0.60 -3.03 -0.92
H 0.47 -2.55 -3.89
H 0.01 -1.18 -3.63
O -0.09 -2.02 -3.28
H 0.68 -0.19 4.94
H 1.16 0.32 3.52
O 0.56 -0.30 4.00
H 2.19 -2.78 2.04
H 1.46 -1.85 2.91
O 2.27 -1.87 2.41
*
```

Computed properties:
Relative energy (zero: lowest compared OMol25 entry of this formula, charge and spin) = 417.1 kJ/mol
HOMO = -12.7 eV
Orbital gap = 10.6 eV

In elementary charge units, the Mulliken charges are: atom 1 (C): -1.2722, atom 2 (C): -0.0979, atom 3 (C): 0.3847, atom 4 (N): 0.2553, atom 5 (C): -0.4080, atom 6 (N): 0.4390, atom 7 (H): 0.4129, atom 8 (H): 0.2921, atom 9 (H): 0.1343, atom 10 (H): 0.0101, atom 11 (H): -0.0656, atom 12 (H): 0.1115, atom 13 (H): -0.2455, atom 14 (H): 0.3231, atom 15 (H): 0.0852, atom 16 (H): 0.3746, atom 17 (H): 0.3283, atom 18 (H): 0.3551, atom 19 (H): 0.2757, atom 20 (O): -0.5899, atom 21 (H): 0.3832, atom 22 (H): 0.3184, atom 23 (O): -0.7358, atom 24 (H): 0.2615, atom 25 (H): 0.3295, atom 26 (O): -0.6000, atom 27 (H): 0.2744, atom 28 (H): 0.3938, atom 29 (O): -0.6927, atom 30 (H): 0.3472, atom 31 (H): 0.2699, atom 32 (O): -0.6389, atom 33 (H): 0.3279, atom 34 (H): 0.3215, atom 35 (O): -0.7356, atom 36 (H): 0.3439, atom 37 (H): 0.2683, atom 38 (O): -0.5119, atom 39 (H): 0.3603, atom 40 (H): 0.3060, atom 41 (O): -0.7101, atom 42 (H): 0.3455, atom 43 (H): 0.2744, atom 44 (O): -0.6389, atom 45 (H): 0.2673, atom 46 (H): 0.3932, atom 47 (O): -0.5828, atom 48 (H): 0.2747, atom 49 (H): 0.3844, atom 50 (O): -0.6535, atom 51 (H): 0.3096, atom 52 (H): 0.3212, atom 53 (O): -0.6595, atom 54 (H): 0.3279, atom 55 (H): 0.4260, atom 56 (O): -0.6260, atom 57 (H): 0.2645, atom 58 (H): 0.3331, atom 59 (O): -0.6699, atom 60 (H): 0.2675, atom 61 (H): 0.3150, atom 62 (O): -0.6577



Entry 8:
Molecular formula: C4H43N2O15
Method: DFT, ωB97M-V/def2-TZVPD

Structure (ORCA input):
```
! RIJCOSX wB97M-V def2-TZVPD def2/J DEFGRID3
* xyz 1 1
N 1.40 1.40 -1.73
C 1.35 2.11 -0.28
C 2.85 2.24 0.05
C 0.67 0.90 0.56
N -0.46 1.62 1.31
C -1.45 0.63 1.93
H 0.43 1.12 -2.00
H 1.87 1.99 -2.52
H 2.01 0.60 -1.57
H 0.78 3.09 -0.36
H 2.91 2.31 1.16
H 3.17 3.25 -0.39
H 3.63 1.59 -0.27
H 0.07 0.24 -0.06
H 1.42 0.36 1.19
H 0.04 2.22 2.03
H -1.16 0.32 2.91
H -2.34 1.19 2.02
H -1.56 -0.14 1.13
H -2.92 1.32 -2.63
H -3.59 1.08 -1.24
O -2.87 0.96 -1.88
H 1.99 -2.05 -1.35
H 1.07 -3.09 -2.00
O 1.49 -2.22 -2.21
H 1.36 4.02 -1.54
H 0.72 4.47 -2.81
O 1.50 4.00 -2.46
H -1.98 -4.41 -2.89
H -1.08 -3.01 -3.19
O -1.83 -3.38 -2.69
H 1.10 -3.47 0.40
H 2.62 -3.63 0.36
O 1.83 -3.40 -0.14
H 0.53 0.10 3.75
H 0.37 1.11 4.93
O 0.53 1.10 4.04
H 3.99 -1.40 -0.46
H 3.19 -0.57 0.64
O 3.42 -0.64 -0.32
H 0.49 -1.10 -2.74
H -0.24 -0.86 -3.80
O -0.22 -0.42 -3.00
H -1.53 2.04 -1.57
H -2.10 3.53 -1.36
O -1.36 3.00 -1.81
H -2.78 -2.51 0.56
H -4.35 -2.24 0.79
O -3.52 -2.68 1.09
H 3.17 -1.37 2.99
H 1.89 -1.71 2.33
O 2.71 -1.39 2.05
H -0.01 -2.52 2.77
H -0.41 -2.24 4.14
O 0.12 -1.85 3.50
H -1.43 -4.22 2.00
H -1.67 -2.83 1.62
O -0.95 -3.39 1.84
H -1.66 -2.26 -1.33
H -2.20 -0.94 -0.85
O -1.64 -1.77 -0.57
H -2.53 4.81 0.43
H -3.79 4.29 -0.14
O -3.00 4.73 -0.39
*
```

Computed properties:
Relative energy (zero: lowest compared OMol25 entry of this formula, charge and spin) = 611.1 kJ/mol
HOMO = -11.4 eV
Orbital gap = 9.1 eV

In elementary charge units, the Mulliken charges are: atom 1 (N): 0.0117, atom 2 (C): -0.3070, atom 3 (C): -1.2450, atom 4 (C): 0.3979, atom 5 (N): -0.3054, atom 6 (C): -0.4922, atom 7 (H): 0.0346, atom 8 (H): 0.4540, atom 9 (H): 0.2392, atom 10 (H): 0.6156, atom 11 (H): 0.4059, atom 12 (H): 0.2730, atom 13 (H): 0.3992, atom 14 (H): -0.2598, atom 15 (H): 0.2261, atom 16 (H): 0.3109, atom 17 (H): 0.2218, atom 18 (H): 0.3576, atom 19 (H): 0.0677, atom 20 (H): 0.2177, atom 21 (H): 0.2662, atom 22 (O): -0.5319, atom 23 (H): 0.4067, atom 24 (H): 0.3554, atom 25 (O): -0.6819, atom 26 (H): 0.3034, atom 27 (H): 0.3342, atom 28 (O): -0.6179, atom 29 (H): 0.3264, atom 30 (H): 0.2804, atom 31 (O): -0.6778, atom 32 (H): 0.2702, atom 33 (H): 0.2545, atom 34 (O): -0.6355, atom 35 (H): 0.2443, atom 36 (H): 0.2717, atom 37 (O): -0.5978, atom 38 (H): 0.2868, atom 39 (H): 0.3337, atom 40 (O): -0.7189, atom 41 (H): 0.1376, atom 42 (H): 0.4489, atom 43 (O): -0.5839, atom 44 (H): 0.2627, atom 45 (H): 0.4076, atom 46 (O): -0.6100, atom 47 (H): 0.3359, atom 48 (H): 0.3099, atom 49 (O): -0.6763, atom 50 (H): 0.3435, atom 51 (H): 0.1709, atom 52 (O): -0.5925, atom 53 (H): 0.3534, atom 54 (H): 0.2464, atom 55 (O): -0.6661, atom 56 (H): 0.3400, atom 57 (H): 0.3691, atom 58 (O): -0.6185, atom 59 (H): 0.1542, atom 60 (H): 0.3111, atom 61 (O): -0.5143, atom 62 (H): 0.3339, atom 63 (H): 0.3160, atom 64 (O): -0.6751